1.
Entry from OMol25: C39H46ClF10N8O3P2SW as an isolated structure in a non-equilibrium geometry (ωB97M-V with the def2-TZVPD basis set).

Last column: Löwdin spin population.
Atoms and positions in Å:
W1 0.466 1.326 -0.226  1.745
C1 2.772 2.829 1.483  0.006
N1 1.694 3.265 0.563  -0.007
C2 0.817 4.181 1.303  0.001
C3 0.225 3.421 2.487  0.000
N2 -0.046 2.019 2.150  0.013
C4 -0.545 1.323 3.182  0.004
C5 -0.709 1.696 4.551  0.002
F1 -0.246 2.871 5.037  0.000
C6 -1.324 0.881 5.487  0.000
F2 -1.416 1.309 6.748  0.000
C7 -1.850 -0.367 5.158  0.002
F3 -2.471 -1.134 6.066  0.001
C8 -1.691 -0.786 3.844  0.000
F4 -2.193 -1.959 3.422  0.000
C9 -1.020 0.014 2.952  0.003
F5 -0.808 -0.459 1.680  0.016
C10 2.334 3.947 -0.574  0.007
C11 2.792 2.866 -1.582  0.009
N3 2.520 1.559 -0.985  0.034
C12 3.435 0.597 -1.311  0.007
C13 3.977 -0.237 -0.312  -0.001
F6 3.643 0.017 0.974  0.000
C14 4.884 -1.247 -0.566  0.001
F7 5.327 -2.012 0.440  0.000
C15 5.356 -1.450 -1.860  -0.002
F8 6.194 -2.458 -2.120  -0.001
C16 4.923 -0.592 -2.869  0.001
F9 5.395 -0.735 -4.108  0.000
C17 3.993 0.402 -2.598  0.000
F10 3.609 1.184 -3.624  0.000
H1 3.083 3.654 2.132  0.000
H2 3.639 2.501 0.915  0.000
H3 2.422 2.003 2.100  0.001
H4 1.386 5.046 1.671  -0.001
H5 0.036 4.562 0.642  0.000
H6 -0.696 3.922 2.817  0.000
H7 0.940 3.484 3.313  0.000
H8 3.191 4.529 -0.216  0.000
H9 1.632 4.647 -1.034  0.000
H10 3.865 2.974 -1.770  -0.001
H11 2.298 3.000 -2.550  0.001
C18 -0.056 -2.683 -2.853  0.000
N4 -1.312 -2.537 -2.154  0.000
C19 -2.354 -3.385 -2.689  0.000
P1 -1.331 -1.826 -0.660  0.004
O1 -0.991 -0.380 -0.745  0.022
O2 -0.207 -2.654 0.213  0.002
P2 1.193 -2.069 0.849  0.006
O3 1.432 -0.727 0.251  0.037
N5 2.371 -3.156 0.412  0.001
C20 2.737 -4.253 1.293  0.000
C21 2.613 -3.445 -0.986  0.000
N6 1.022 -2.091 2.494  0.001
C22 0.535 -3.257 3.209  0.000
C23 1.829 -1.171 3.281  0.000
N7 -2.752 -2.100 0.139  0.000
C24 -3.097 -3.440 0.585  0.000
C25 -3.901 -1.287 -0.227  0.000
H12 0.359 -3.684 -2.717  0.000
H13 0.643 -1.941 -2.477  0.000
H14 -0.216 -2.522 -3.916  0.000
H15 -2.466 -3.154 -3.750  0.000
H16 -3.297 -3.187 -2.194  0.000
H17 -2.110 -4.446 -2.587  0.000
H18 2.994 -3.866 2.273  0.000
H19 3.625 -4.736 0.889  0.000
H20 1.948 -5.003 1.384  0.000
H21 1.966 -4.249 -1.347  0.000
H22 3.651 -3.755 -1.115  0.000
H23 2.443 -2.544 -1.568  0.000
H24 1.336 -3.862 3.638  0.000
H25 -0.059 -3.866 2.532  0.000
H26 -0.104 -2.934 4.031  0.000
H27 1.889 -0.221 2.753  0.000
H28 2.845 -1.537 3.457  0.000
H29 1.342 -1.015 4.245  0.000
H30 -2.184 -4.016 0.709  0.000
H31 -3.757 -3.951 -0.124  0.000
H32 -3.607 -3.375 1.547  0.000
H33 -3.558 -0.373 -0.707  0.000
H34 -4.469 -1.037 0.670  0.000
H35 -4.574 -1.814 -0.912  0.000
Cl1 0.982 -0.310 -5.048  0.001
C26 -0.632 -0.008 -4.462  -0.002
C27 -1.674 -0.459 -5.254  0.000
C28 -2.980 -0.231 -4.864  -0.001
C29 -3.224 0.487 -3.705  0.000
C30 -2.172 0.949 -2.938  -0.001
C31 -0.841 0.694 -3.270  -0.001
C32 0.309 1.259 -2.497  -0.003
H36 -1.461 -0.958 -6.186  0.000
H37 -3.798 -0.577 -5.475  0.000
H38 -4.236 0.716 -3.406  0.000
H39 -2.383 1.529 -2.053  0.000
H40 0.402 2.279 -2.897  0.007
H41 1.190 0.728 -2.873  0.006
S1 -2.382 4.911 -1.266  0.026
C33 -1.039 3.827 -1.304  0.053
N8 -1.092 2.749 -0.510  -0.001
C34 -2.321 2.744 0.149  0.002
C35 -2.830 1.732 0.965  -0.003
C36 -4.045 1.907 1.600  0.003
C37 -4.807 3.053 1.394  -0.004
C38 -4.373 4.027 0.513  0.003
C39 -3.139 3.863 -0.101  -0.002
H42 -0.214 4.045 -1.955  0.003
H43 -2.300 0.804 1.039  0.000
H44 -4.417 1.136 2.260  0.000
H45 -5.753 3.167 1.898  0.000
H46 -4.978 4.893 0.307  0.000

Forces on atoms 1 to 6 (eV/Å):
W 2.130 -0.859 -0.421
C 0.325 -0.342 0.229
N -0.392 -0.004 -0.121
C -0.451 -0.046 0.341
C 0.110 0.040 -0.186
N 0.529 0.031 -1.192

## Properties
- Total charge: +1
- ΔE to the lowest compared entry with this formula, charge and spin: 117.7 kJ/mol
- Energy: -4784.20847 Eh
- E_HOMO (spin up / spin down): -9.629 / -9.669 eV
- Gap between HOMO and LUMO (spin up / spin down): 6.7 / 6.4 eV
- <S²>: 2.02
- 2S+1: 3


2.
Entry from OMol25: a 2-piece molecular cluster, C2H7NOS2 overall in a non-equilibrium geometry (ωB97M-V with the def2-TZVPD basis set).

Last column: natural (NBO) charge in e.
Atoms and positions in Å:
N1 -4.903 -4.580 1.139  -0.833
C1 -3.721 -4.881 1.768  0.536
O1 -2.849 -5.478 1.241  -0.588
H1 -4.999 -5.025 0.315  0.390
H2 -5.559 -3.895 1.501  0.400
H3 -3.537 -4.407 2.837  0.096
C2 3.750 1.911 -1.134  -0.736
S1 2.833 3.483 -0.754  0.075
S2 0.820 2.785 -0.560  -0.148
H4 3.780 1.293 -0.262  0.218
H5 4.808 2.172 -1.478  0.239
H6 3.161 1.282 -1.905  0.220
H7 0.850 1.999 -1.694  0.131

Forces on atoms 1 to 6 (eV/Å):
N 0.747 1.607 4.027
C -0.883 2.656 2.155
O 1.508 -1.617 -0.873
H -0.816 -1.357 -3.389
H 0.285 -0.563 -0.241
H -0.840 -0.725 -1.679

## Properties
- Total charge: 0
- ΔE to the lowest compared entry with this formula, charge and spin: 91.6 kJ/mol
- SMILES: NC=O.CSS
- Energy: -1006.74918 Eh
- E_HOMO: -8.604 eV
- Gap between HOMO and LUMO: 9.0 eV


3.
Entry from OMol25: C55H40Br4N6O2RuS as an isolated structure in a non-equilibrium geometry (ωB97M-V with the def2-TZVPD basis set).

Last column: Löwdin spin population.
Atoms and positions in Å:
Ru1 -0.597 1.135 1.338  0.840
C1 -0.894 -5.182 -0.584  -0.002
C2 -2.200 -5.014 -0.313  0.000
C3 -2.653 -4.163 1.993  -0.001
C4 -0.180 -3.201 1.927  0.000
C5 0.710 -3.832 0.909  -0.001
C6 0.346 -4.595 -0.131  0.001
C7 0.451 -2.154 2.903  0.002
C8 1.636 -1.415 2.449  0.006
C9 2.966 -1.834 2.431  0.001
C10 3.663 -0.829 1.795  0.005
C11 2.719 0.175 1.446  0.000
C12 3.015 1.313 0.668  0.007
C13 4.421 1.485 0.279  0.001
C14 5.441 1.532 1.234  0.001
C15 6.766 1.617 0.854  0.000
C16 7.109 1.664 -0.487  0.001
C17 6.108 1.639 -1.447  0.000
C18 4.782 1.546 -1.071  0.001
C19 2.092 2.241 0.146  0.001
N1 0.725 2.235 0.189  0.034
C20 0.307 3.322 -0.541  -0.015
C21 -1.015 3.707 -0.816  0.039
C22 -1.197 4.726 -1.880  0.005
C23 -1.081 4.350 -3.214  0.002
C24 -1.247 5.283 -4.222  0.000
C25 -1.536 6.600 -3.910  0.001
C26 -1.655 6.982 -2.584  0.000
C27 -1.486 6.051 -1.574  0.002
C28 -2.164 3.234 -0.189  -0.015
C29 -3.492 3.633 -0.550  -0.015
C30 -4.334 3.021 0.317  -0.016
C31 -3.530 2.251 1.221  -0.013
N2 -2.210 2.387 0.887  0.040
C32 -4.104 1.498 2.252  0.050
C33 -3.355 0.582 3.015  0.000
C34 -3.809 -0.478 3.837  0.049
C35 -2.753 -1.375 3.979  0.005
C36 -1.697 -0.763 3.312  0.059
N3 -2.033 0.416 2.764  0.004
C37 -5.572 1.304 2.281  0.006
C38 -6.060 0.173 1.627  0.002
C39 -7.413 -0.102 1.607  0.000
C40 -8.299 0.746 2.254  0.001
C41 -7.826 1.875 2.900  0.000
C42 -6.468 2.155 2.915  0.002
C43 1.432 4.049 -1.017  0.002
C44 2.539 3.394 -0.573  -0.014
N4 1.475 -0.184 1.870  -0.001
H1 -0.696 -5.946 -1.327  0.000
H2 -4.031 -4.182 0.373  0.000
H3 -3.403 -3.734 2.652  0.000
H4 1.755 -3.573 1.007  0.000
H5 1.170 -4.893 -0.772  0.000
H6 3.344 -2.751 2.850  0.000
H7 4.717 -0.820 1.594  0.000
H8 5.183 1.523 2.282  0.000
H9 7.541 1.650 1.607  0.000
H10 8.146 1.724 -0.786  0.000
H11 6.368 1.681 -2.496  0.000
H12 4.007 1.504 -1.824  0.000
H13 -0.868 3.318 -3.446  0.000
H14 -1.151 4.981 -5.256  0.000
H15 -1.670 7.327 -4.699  0.000
H16 -1.880 8.010 -2.337  0.000
H17 -1.563 6.348 -0.537  0.000
H18 -3.750 4.281 -1.366  -0.001
H19 -5.407 3.048 0.345  -0.001
H20 -4.804 -0.608 4.217  0.003
H21 -2.725 -2.290 4.539  -0.001
H22 -5.358 -0.480 1.130  0.000
H23 -7.780 -0.975 1.084  0.000
H24 -9.358 0.527 2.252  0.000
H25 -8.524 2.537 3.395  0.000
H26 -6.104 3.036 3.423  0.000
H27 1.385 4.959 -1.583  0.000
H28 3.564 3.683 -0.704  -0.001
Br1 -3.387 -6.235 -1.205  0.000
C45 -2.955 -3.998 0.506  -0.002
C46 -1.797 -5.314 2.436  0.000
Br2 -1.747 -7.124 2.806  0.000
C47 -1.191 -4.157 2.403  0.000
Br3 0.443 -2.669 4.818  0.005
C48 -0.935 -2.003 1.441  -0.016
O1 -0.577 -1.193 2.596  0.002
C49 -1.852 -1.618 0.449  -0.002
O2 -1.936 -0.405 0.057  -0.034
C50 -2.684 -2.627 -0.051  -0.027
Br4 -3.696 -2.135 -1.566  -0.004
C51 5.845 -3.025 -0.887  0.000
C52 5.061 -1.790 -1.320  0.000
N5 3.640 -2.043 -1.189  0.000
C53 2.627 -1.532 -1.926  0.000
S1 1.120 -1.386 -1.242  0.001
N6 2.810 -1.151 -3.225  0.000
C54 3.504 -1.907 -4.253  0.000
C55 2.535 -2.756 -5.076  0.000
H29 6.911 -2.863 -1.029  0.000
H30 5.545 -3.895 -1.465  0.000
H31 5.664 -3.234 0.165  0.000
H32 5.295 -1.518 -2.348  0.000
H33 5.336 -0.941 -0.683  0.000
H34 3.363 -2.164 -0.219  0.000
H35 1.950 -0.742 -3.576  0.000
H36 4.245 -2.558 -3.789  0.000
H37 4.020 -1.196 -4.911  0.000
H38 1.953 -3.400 -4.419  0.000
H39 3.090 -3.382 -5.771  0.000
H40 1.847 -2.125 -5.637  0.000

Forces on atoms 1 to 6 (eV/Å):
Ru -1.379 -0.345 -1.657
C -0.932 -0.466 -0.231
C 0.324 -0.342 -0.277
C 0.228 -0.517 -0.013
C -0.545 0.695 -0.355
C 0.038 -0.254 -0.175

## Properties
- Total charge: -1
- Energy: -13387.73991 Eh
- E_HOMO (spin up / spin down): -3.005 / -3.165 eV
- Gap between HOMO and LUMO (spin up / spin down): 4.2 / 4.2 eV
- <S²>: 0.86
- 2S+1: 2